Record 1
Density functional theory data (wB97M-V/def2-TZVPD) for C24H44BNP2Pb as an isolated structure.

Properties
Gap between HOMO and LUMO (alpha / beta) (Ha): 0.18308 / 0.18402
Net charge: +2
Electronic energy (eV): -51571.0201

Element x y z (Å)
Pb 0.25042 -0.50318 0.59608
C -0.78885 -2.71969 3.69452
C 0.51260 -3.07470 3.25808
C 0.71583 -1.34676 4.75811
C -0.65935 -1.65303 4.62510
C 1.44569 -2.22299 3.91213
C -2.04994 -3.35894 3.26477
H -2.00297 -3.63483 2.20653
H -2.88849 -2.67514 3.42012
H -2.26233 -4.27582 3.83177
C -1.74352 -0.99191 5.37086
H -2.70229 -1.48227 5.17252
H -1.82520 0.07261 5.10313
H -1.55973 -1.04820 6.45402
C 1.27605 -0.33089 5.66805
H 0.97723 -0.54240 6.70487
H 0.91022 0.67518 5.41567
H 2.36939 -0.33402 5.62715
C 2.91405 -2.26339 3.74724
H 3.39093 -2.96508 4.45178
H 3.34240 -1.27073 3.93444
H 3.18719 -2.58525 2.73290
C 0.85043 -4.12859 2.27693
H 1.14252 -5.08367 2.75162
H 1.69773 -3.81492 1.64516
H -0.01215 -4.34334 1.62719
C -1.42597 1.46416 -4.03504
C -1.83702 0.17768 -4.12087
C -1.19655 -0.91688 -4.93598
C 0.35282 -0.82243 -5.08411
C 1.06126 -0.32494 -3.86288
C 1.59640 0.92983 -3.87278
C 1.00068 2.18883 -4.44600
C -0.46237 2.12317 -4.95260
H -1.68697 -0.92496 -5.93558
H 0.58193 -0.22129 -5.98274
H -1.44383 -1.90831 -4.51175
H -0.49516 1.65555 -5.93948
H -2.00276 2.18040 -3.43643
H -2.87113 -0.07974 -3.81895
H -0.81792 3.15668 -5.10276
H 1.06666 3.04311 -3.75395
H 2.66118 1.09506 -3.63303
H 1.65981 2.47581 -5.28263
H 0.75728 -1.81559 -5.35810
H 1.40577 -1.09058 -3.15376
P -1.69052 0.76802 -0.86472
C -3.28822 1.44355 -1.40784
C -1.58271 -0.94319 -1.63724
P 1.55346 2.04230 -0.58748
C -0.14642 1.73590 -1.49266
C 2.48603 0.46690 -1.04316
C 2.54137 3.32478 -1.50032
H -3.46174 2.35124 -0.80924
H -4.09085 0.72598 -1.18048
H -3.36277 1.69346 -2.46992
H -0.88938 -0.96374 -2.49878
H -2.57853 -1.32834 -1.95097
H -1.17838 -1.68683 -0.90903
H 2.33722 3.35405 -2.58379
H 3.62453 3.16926 -1.34870
H 2.28837 4.29874 -1.03311
H -0.53288 2.73476 -1.73051
H 0.07109 1.22490 -2.42664
H 2.95095 -0.01818 -0.15370
H 3.32367 0.68488 -1.73155
H 1.82210 -0.28517 -1.52097
B -0.85764 3.52189 3.61156
C -0.51834 2.26148 2.80144
N -0.29707 1.33673 2.11711
H -1.28523 3.27752 4.72273
H -1.73059 4.06443 2.92487
H 0.10051 4.26111 3.67173

Record 2
Density functional theory data (wB97M-V/def2-TZVPD) for C24H44CaCl4F2LiNNaO6S2 as an isolated structure.

Properties
Gap between HOMO and LUMO (Ha): 0.05938
Net charge: +1
Electronic energy (eV): -139608.7196
ΔE to the lowest compared entry with this formula, charge and spin (eV): 5.3996

Element x y z (Å)
C -4.74330 -3.48696 -0.39656
C -3.74840 -3.37626 -1.73039
C -3.96233 -4.60084 -2.80449
C -3.79242 -1.86647 -2.42865
C -5.27188 -1.65761 -3.10334
C -5.47838 -0.18974 -3.82879
S -5.40624 -0.57096 -5.69995
O -4.32654 0.70051 -3.61503
C -4.46521 1.50202 -2.38252
C -3.07041 2.40446 -2.27335
C -1.93226 1.39960 -1.64802
O -3.24266 3.67556 -1.55347
H -4.85148 -4.63367 -0.10282
H -4.33576 -2.84202 0.49684
H -5.83281 -3.11259 -0.62794
H -2.65256 -3.48976 -1.30494
H -3.36490 -4.35453 -3.80739
H -3.55553 -5.64745 -2.43001
H -5.08234 -4.77055 -3.13337
H -2.91669 -1.80073 -3.20346
H -3.54584 -1.11313 -1.54776
H -6.16095 -1.76814 -2.32287
H -5.37798 -2.48630 -3.95146
H -4.49152 0.36371 -6.28202
H -4.59820 0.81767 -1.41482
H -5.36690 2.24796 -2.38215
H -2.77630 2.65126 -3.39737
H -2.30313 0.78422 -0.69995
H -0.90920 1.93979 -1.44541
H -1.71912 0.58235 -2.49158
H -3.48600 4.38578 -2.24688
Li -0.41828 0.14130 -3.13219
Ca 2.49550 0.57342 -3.66367
N 1.84939 -2.48535 1.10941
C 2.70604 -1.66534 1.79663
C 1.97566 -0.61115 2.29806
C 0.63011 -0.80534 1.90434
C 0.58030 -1.97162 1.17411
H 2.11233 -3.33681 0.63032
H 3.75944 -1.90069 1.86849
H 2.36923 0.20850 2.88509
H -0.21200 -0.16386 2.12983
H -0.24715 -2.47788 0.69515
C 1.15722 4.39825 -6.30403
Cl 2.53605 3.39354 -6.76713
Cl 0.19432 3.61543 -5.04494
H 1.52520 5.35555 -5.92690
H 0.52763 4.56471 -7.18148
C 0.48810 4.01394 4.24202
C -0.55906 4.85619 3.51493
C -0.80067 4.21076 2.15144
S -0.44943 2.47074 2.35300
O 0.70998 2.13905 1.55183
O -1.68765 1.72187 2.27267
C 0.05285 2.56750 4.06004
H 0.56120 4.28152 5.30017
H 1.47187 4.17072 3.78371
H -1.49128 4.85762 4.09278
H -0.23796 5.89701 3.40773
H -1.83590 4.33685 1.82446
H -0.11961 4.60848 1.39405
H 0.85200 1.85051 4.25569
H -0.81959 2.33792 4.67906
O 5.64360 0.60582 0.15249
C 6.34187 0.52081 1.14918
O 7.66835 0.19770 1.13452
C 8.13722 0.08285 2.47719
C 7.16728 0.88259 3.30698
C 5.86975 0.70666 2.55940
H 8.14661 -0.97647 2.75451
H 9.15539 0.47663 2.54717
H 7.11991 0.55492 4.34887
H 7.45575 1.94076 3.29779
H 5.33482 -0.19210 2.87861
H 5.23240 1.58939 2.64874
Cl 2.22861 -5.07977 3.53661
C 2.77231 -6.55612 2.70055
C 3.41385 -6.25092 1.35663
Cl 2.22918 -5.65977 0.16511
H 1.91072 -7.22277 2.59487
H 3.49921 -7.04169 3.35822
H 3.85415 -7.16182 0.93987
H 4.20613 -5.50141 1.44861
F -0.28534 4.13775 -0.27593
F -0.30606 6.12895 1.33445
Na -3.70431 0.97751 -0.00923

Record 3
Density functional theory data (wB97M-V/def2-TZVPD) for a 10-piece molecular cluster, C24H44Cl16O6 overall.

Properties
Gap between HOMO and LUMO (Ha): 0.37849
Net charge: 0
Electronic energy (eV): -238246.8704
SMILES: C[C@H]1COC(=O)O1.C[C@H]1COC(=O)O1.ClCCCl.ClCCCl.ClCCCl.ClCCCl.ClCCCl.ClCCCl.ClCCCl.ClCCCl
ΔE to the lowest compared entry with this formula, charge and spin (eV): 1.2792

Element x y z (Å)
C 0.53488 -1.93212 7.03615
C -0.65218 -2.21190 6.14520
C -1.78085 -1.13339 6.30630
O -1.85116 -0.59539 5.01034
C -0.99580 -1.23249 4.14332
O -1.03157 -0.92963 2.94862
O -0.21611 -2.06804 4.77650
H 1.28542 -2.71525 6.92891
H 0.21581 -1.95523 8.07815
H 0.95127 -0.93087 6.92567
H -0.99678 -3.24338 6.21867
H -1.44140 -0.35733 6.99231
H -2.70842 -1.60646 6.62866
C -1.55760 1.78486 -4.73757
C -0.48987 1.05391 -5.50785
C -0.75759 0.93641 -7.06659
O 0.38405 1.57576 -7.61398
C 1.13275 2.20850 -6.66090
O 2.04869 2.93213 -6.88834
O 0.63976 1.89356 -5.49888
H -1.19975 2.17254 -3.78377
H -2.42608 1.13007 -4.66631
H -1.88854 2.72774 -5.17296
H -0.40505 0.05856 -5.07175
H -1.64351 1.43913 -7.45457
H -0.71328 -0.07753 -7.46417
Cl -2.19158 5.30407 -3.15661
C -0.44984 5.58080 -2.88852
C 0.06302 7.04108 -3.02845
Cl -0.57798 8.19257 -1.75952
H 0.08581 5.02328 -3.65687
H -0.26368 5.04301 -1.95888
H -0.21447 7.46548 -3.99333
H 1.15007 6.98689 -3.08742
Cl -0.96648 2.59151 -0.83276
C -0.01829 1.38994 0.12977
C -0.42030 -0.09140 -0.11933
Cl 0.29274 -0.59230 -1.68517
H -0.06717 1.65685 1.18546
H 1.03187 1.58656 -0.08613
H -1.48585 -0.30252 -0.20952
H -0.04576 -0.59724 0.77058
Cl 2.22890 3.25084 2.53808
C 3.05869 1.92085 3.37039
C 2.08091 0.91707 3.93923
Cl 1.11244 1.59404 5.25041
H 3.82674 2.24242 4.07380
H 3.60162 1.53914 2.50573
H 2.59855 0.03538 4.31708
H 1.39313 0.53799 3.18334
Cl -3.20798 2.01627 2.21868
C -4.00545 0.50119 1.74479
C -5.38901 0.59671 1.11379
Cl -6.52741 0.91813 2.44266
H -3.90501 -0.07916 2.66196
H -3.32220 0.10493 0.99362
H -5.76536 -0.37479 0.79339
H -5.50872 1.34077 0.32629
Cl 4.95286 -1.67704 -2.51643
C 3.48754 -0.84038 -3.03947
C 3.39473 0.62835 -2.58589
Cl 4.79036 1.59600 -3.18375
H 2.70674 -1.45868 -2.59657
H 3.51452 -0.87410 -4.12862
H 3.53839 0.58819 -1.50614
H 2.42912 1.04027 -2.87918
Cl 2.85371 -1.08607 1.09488
C 4.00639 -2.47595 1.01179
C 4.66214 -2.63319 2.38504
Cl 3.48592 -2.95445 3.63309
H 4.73883 -2.20351 0.25192
H 3.60793 -3.36845 0.52932
H 5.34300 -1.79823 2.55048
H 5.22893 -3.55305 2.24120
Cl -0.45290 -6.40136 2.11890
C 0.00869 -4.74051 2.59995
C 0.38821 -3.91928 1.35271
Cl -1.06748 -3.40511 0.57336
H 0.88606 -4.84503 3.23823
H -0.75165 -4.25970 3.21543
H 1.00200 -4.47435 0.64330
H 0.93756 -3.04159 1.69326
Cl -5.18052 -2.86920 -2.56864
C -3.69993 -2.56494 -3.45714
C -2.65919 -1.64266 -2.71487
Cl -3.46551 -0.20463 -2.05319
H -4.03386 -2.03304 -4.34803
H -3.23735 -3.50109 -3.76977
H -2.02105 -1.14038 -3.44191
H -2.02313 -2.15160 -1.99065